No. 1
C2H8N2O2 | ωB97M-V/def2-TZVPD

Summary:
- 2S+1: 1
- Calculated total energy: -341.0181 hartree
- Highest occupied orbital energy: -9.706 eV
- E_LUMO: 0.79 eV

Last column: Mulliken charge in e.
Element x y z (Å)
C (0.40776, -1.83614, 2.00556)  -0.79
N (-0.11439, -0.60695, 1.41140)  -0.21
C (0.17953, -0.23917, 0.14190)  0.63
N (-0.46833, 0.91839, -0.29959)  -0.50
O (0.96044, -0.84833, -0.57331)  -0.64
H (1.20832, -2.16071, 1.35034)  0.30
H (-0.38114, -2.56592, 1.93479)  0.29
H (0.84799, -1.66452, 2.98005)  0.29
H (-0.78460, -0.06975, 1.89757)  0.20
H (-0.23491, 1.09866, -1.26399)  0.23
H (-0.32209, 1.75375, 0.24865)  0.23
H (0.23453, 1.64320, -3.46913)  0.33
H (-1.22780, 2.17230, -3.11925)  0.33
O (-0.30532, 2.40521, -3.24498)  -0.68

***

No. 2
C21H63N9O12 | ωB97M-V/def2-TZVPD

Summary:
- 2S+1: 1
- Calculated total energy: -2233.6148 hartree
- Highest occupied orbital energy: -8.719 eV
- E_LUMO: 0.33 eV

Last column: Mulliken charge in e.
Element x y z (Å)
C (0.25155, 3.51897, -2.57938)  -0.04
O (-0.48818, 4.39200, -3.01928)  -0.71
N (1.47954, 3.79137, -2.07622)  -0.24
N (-0.11197, 2.22749, -2.51695)  1.14
H (1.90530, 3.04014, -1.56687)  0.14
H (1.66681, 4.79148, -1.89298)  0.28
H (-1.04162, 2.06474, -2.74062)  -0.14
H (0.29021, 1.71493, -1.74793)  -0.43
C (-1.86147, 2.67853, 1.32566)  0.59
O (-1.72652, 1.69740, 2.08099)  -0.56
N (-3.04607, 3.28133, 1.03623)  -0.44
N (-0.72054, 3.17735, 0.70958)  -0.19
H (-3.04134, 4.19341, 0.56609)  0.18
H (-3.89176, 3.12627, 1.49533)  0.22
H (-0.71337, 3.93881, 0.07607)  0.21
H (0.03624, 2.51826, 0.93261)  -0.27
C (1.12872, 0.18160, 0.23434)  0.36
O (1.42191, 1.38206, 0.22581)  0.09
N (1.80360, -0.63478, -0.63904)  -0.10
N (0.15403, -0.39132, 1.00985)  0.62
H (2.41506, -0.23746, -1.31293)  -0.03
H (1.44790, -1.52335, -0.80173)  0.18
H (0.15047, -1.38680, 1.05459)  -0.15
H (-0.47680, 0.13856, 1.62588)  -0.17
C (-0.22858, -4.55482, 3.48366)  0.06
C (0.68356, -4.30646, 2.26037)  -0.52
O (0.16786, -3.47730, 1.22119)  -0.47
O (-1.46718, -5.20537, 3.18762)  -0.62
H (-0.38835, -3.61244, 4.01002)  -0.12
H (0.36916, -5.18328, 4.20650)  0.35
H (0.94365, -5.32128, 1.81904)  0.23
H (1.61391, -3.82800, 2.60339)  0.40
H (-0.77492, -3.64962, 1.04115)  0.23
H (-2.22192, -4.58545, 3.35886)  0.43
C (-3.87475, -0.98063, 2.45614)  -0.12
C (-3.12526, -2.26636, 2.40129)  0.32
O (-2.99544, -2.79948, 3.66451)  -0.54
O (-5.00475, -1.17969, 3.34069)  -0.61
H (-4.11332, -0.65647, 1.44685)  0.16
H (-3.19111, -0.29762, 2.90403)  0.21
H (-2.14312, -2.03526, 2.04303)  -0.31
H (-3.59874, -3.01947, 1.70864)  0.21
H (-3.78136, -2.56804, 4.14776)  0.31
H (-5.04351, -0.40609, 3.91793)  0.35
C (4.99459, 0.47066, -0.60006)  -0.56
C (4.76123, 1.97596, -0.26762)  -0.12
O (4.07707, 2.27578, 0.96918)  -0.61
O (4.41999, 0.14111, -1.82877)  -0.54
H (4.55383, -0.12643, 0.20028)  0.30
H (6.04106, 0.23875, -0.66231)  0.40
H (4.25829, 2.38486, -1.15326)  0.04
H (5.73475, 2.43577, -0.14116)  0.42
H (3.14828, 1.95280, 0.84109)  0.11
H (5.01071, 0.49455, -2.50693)  0.32
C (0.85035, 2.21389, -5.71578)  -1.07
C (2.14931, 1.43380, -5.55567)  0.62
C (2.01893, 0.17859, -4.64506)  0.16
O (1.23540, -0.77807, -5.41441)  -0.45
C (1.45338, -2.10377, -5.01627)  -0.82
N (2.65552, 1.01080, -6.82675)  -0.73
H (0.88881, 2.82820, -6.58670)  0.43
H (0.53484, 2.84593, -4.90355)  0.06
H (-0.01433, 1.57778, -5.83620)  0.17
H (2.95850, 2.08480, -5.13350)  0.23
H (1.52106, 0.38648, -3.71598)  -0.35
H (3.03266, -0.21130, -4.58049)  0.48
H (1.22980, -2.27519, -3.94160)  0.24
H (2.51362, -2.33996, -5.09465)  0.40
H (0.83704, -2.75781, -5.62353)  0.29
H (2.16970, 0.26492, -7.20581)  0.19
H (2.82203, 1.69392, -7.55460)  0.23
C (-2.42110, -0.73618, -1.44087)  -0.83
C (-2.45774, -0.94477, -2.93966)  0.41
C (-3.28806, 0.06253, -3.68140)  -1.22
O (-2.73113, 1.39452, -3.49447)  -0.19
C (-3.41663, 2.39521, -4.13179)  -1.04
N (-1.14702, -1.18953, -3.48306)  -0.22
H (-3.45575, -0.82251, -1.09027)  0.48
H (-2.01963, 0.25854, -1.23513)  0.00
H (-1.82233, -1.54331, -0.93644)  0.06
H (-3.00157, -1.93026, -3.11231)  0.27
H (-4.26420, 0.03448, -3.24558)  0.45
H (-3.36959, -0.07158, -4.75377)  0.48
H (-2.94616, 3.30821, -3.80657)  0.30
H (-4.47150, 2.54024, -3.78512)  0.28
H (-3.32377, 2.23683, -5.21415)  0.34
H (-0.43512, -0.54647, -3.15475)  -0.19
H (-1.03536, -1.16365, -4.49644)  0.30
C (-0.19023, -2.03718, 7.57283)  -1.55
C (0.62480, -1.60255, 6.35066)  1.48
C (0.62647, -0.05092, 6.24988)  -1.03
O (0.77899, 0.30268, 4.89213)  -0.14
C (0.66705, 1.71567, 4.71360)  -0.53
N (1.91032, -2.27762, 6.35355)  -0.67
H (0.26636, -1.65260, 8.52188)  0.34
H (-0.16260, -3.10824, 7.72202)  0.46
H (-1.29884, -1.79070, 7.61017)  0.31
H (0.04589, -1.96065, 5.46578)  -0.64
H (1.40201, 0.44379, 6.77061)  0.37
H (-0.33441, 0.37661, 6.57956)  0.40
H (0.77555, 1.94978, 3.68371)  -0.01
H (1.39585, 2.26774, 5.35147)  0.33
H (-0.36235, 2.04252, 5.12727)  0.27
H (2.34163, -2.11204, 7.25314)  0.30
H (2.40622, -1.83326, 5.58187)  0.31

***

No. 3
C11H12NOS2 | ωB97M-V/def2-TZVPD

Summary:
- 2S+1: 1
- Calculated total energy: -1352.4012 hartree
- Total charge: +1
- Highest occupied orbital energy: -12.437 eV
- E_LUMO: -2.77 eV

Last column: Mulliken charge in e.
Element x y z (Å)
C (-1.77876, -2.91966, -1.49323)  -0.49
C (3.74986, -0.38026, -0.78632)  -0.57
C (-0.81096, -1.88479, -1.50667)  -0.42
C (2.44063, 0.13405, -1.02581)  -0.83
C (-2.45994, -2.94802, -0.31949)  -0.35
C (3.81433, -1.38453, 0.09296)  -0.48
C (-0.80938, -1.16625, -0.35213)  0.02
C (1.59990, -0.45010, -0.17163)  -0.49
C (-0.39502, 1.79278, 1.40866)  -0.47
C (-1.07489, 1.85821, 0.10913)  -0.41
C (0.18802, -0.08668, 0.00285)  0.96
N (-0.10108, 0.36338, 1.48978)  0.20
O (-0.12414, 1.19532, -0.72425)  -0.45
S (-1.93990, -1.78994, 0.82156)  -0.21
S (2.28277, -1.76686, 0.80973)  0.00
H (-2.16524, -3.45815, -2.33264)  0.40
H (4.69124, -0.07008, -1.08930)  0.46
H (-0.10184, -1.76363, -2.30438)  0.50
H (2.25140, 0.72188, -1.86308)  0.58
H (-3.38876, -3.42044, -0.23979)  0.46
H (4.61992, -1.81798, 0.49668)  0.59
H (0.50823, 2.45502, 1.28628)  0.28
H (-1.11048, 2.24565, 2.27194)  0.34
H (-2.01076, 1.23842, 0.15884)  0.30
H (-1.11029, 2.81872, -0.33450)  0.37
H (0.81717, 0.00972, 1.94332)  0.43
H (-0.89947, -0.17556, 1.69319)  0.30

***

No. 4
C32H92N4O20 | ωB97M-V/def2-TZVPD

Summary:
- 2S+1: 1
- Calculated total energy: -2998.0474 hartree
- Highest occupied orbital energy: -8.732 eV
- E_LUMO: -0.03 eV

Last column: Mulliken charge in e.
Element x y z (Å)
C (-4.79769, -1.72772, -1.63372)  -1.30
C (-4.66484, -0.70164, -0.46862)  0.44
C (-5.19032, -1.28691, 0.90412)  -0.60
O (-6.59186, -1.39760, 0.80721)  -0.36
C (-7.22552, -2.07227, 1.93172)  -0.74
N (-3.29266, -0.26140, -0.45385)  0.19
H (-5.80646, -2.14556, -1.62390)  0.50
H (-4.04643, -2.51838, -1.54038)  0.07
H (-4.69815, -1.21638, -2.59497)  0.28
H (-5.28012, 0.20404, -0.65212)  0.35
H (-4.94657, -0.54134, 1.68528)  0.34
H (-4.73208, -2.25624, 1.17598)  0.37
H (-7.03081, -1.52022, 2.85774)  0.28
H (-6.86835, -3.10675, 2.00713)  0.30
H (-8.30343, -2.11087, 1.77385)  0.25
H (-3.23760, 0.50802, 0.22980)  -0.08
H (-3.12296, 0.20926, -1.35856)  -0.23
C (1.03407, 6.45124, 4.29392)  -1.48
C (1.48970, 4.99677, 4.29361)  1.37
C (2.72273, 4.73669, 3.31092)  -0.71
O (2.43692, 4.96684, 1.95567)  -0.50
C (1.84916, 3.90831, 1.24649)  0.34
N (1.86042, 4.76220, 5.68793)  -0.75
H (1.83551, 7.16256, 4.53269)  0.36
H (0.19252, 6.63960, 4.96849)  0.36
H (0.68369, 6.79004, 3.30795)  0.31
H (0.62056, 4.39149, 4.00755)  -0.47
H (3.10648, 3.70583, 3.41993)  0.32
H (3.55122, 5.40056, 3.60537)  0.35
H (1.61352, 4.31916, 0.26471)  -0.03
H (0.90226, 3.66243, 1.74226)  -0.14
H (2.45871, 3.00014, 1.10273)  0.24
H (2.09724, 3.79131, 5.92854)  0.27
H (2.74322, 5.26283, 5.86237)  0.28
C (2.94448, 2.54723, -2.29356)  -0.68
C (2.59475, 2.40515, -3.78085)  0.92
C (3.07444, 3.55345, -4.65116)  -0.90
O (2.84791, 3.16279, -6.00944)  -0.35
C (2.98410, 4.14986, -7.03798)  -0.80
N (3.15134, 1.17002, -4.29877)  -0.56
H (2.38678, 3.38782, -1.87510)  0.22
H (4.02179, 2.71528, -2.19899)  0.53
H (2.68368, 1.66926, -1.70290)  -0.33
H (1.51513, 2.33610, -3.96455)  -0.39
H (4.16019, 3.68057, -4.48190)  0.42
H (2.51104, 4.46331, -4.39129)  0.38
H (2.98969, 3.68600, -8.02240)  0.26
H (3.86563, 4.79797, -6.93757)  0.31
H (2.12150, 4.83102, -7.00541)  0.29
H (4.16940, 1.23835, -4.20940)  0.34
H (2.97595, 1.17182, -5.30720)  0.32
C (1.55797, -3.88839, 2.06038)  -1.10
C (0.31929, -3.90922, 2.97662)  0.49
C (0.58214, -4.25906, 4.50028)  -0.62
O (1.35639, -5.42369, 4.74094)  -0.40
C (0.64123, -6.64060, 4.46998)  -0.65
N (-0.24151, -2.60321, 2.75994)  0.00
H (1.19731, -3.87434, 1.02614)  0.08
H (2.15321, -4.79192, 2.21987)  0.47
H (2.28270, -3.07083, 2.17173)  0.23
H (-0.41672, -4.64469, 2.60061)  0.28
H (-0.38475, -4.33153, 5.05198)  0.39
H (1.09986, -3.42963, 4.99701)  0.17
H (0.08991, -6.59381, 3.52444)  0.24
H (-0.08819, -6.80547, 5.27175)  0.30
H (1.31990, -7.49001, 4.40698)  0.27
H (-1.13988, -2.59962, 3.26653)  0.30
H (-0.55999, -2.59079, 1.77072)  -0.37
C (0.37010, -0.00148, 0.56710)  2.21
C (0.02489, -1.12698, -0.34960)  0.83
O (-1.02931, -1.91194, 0.09667)  -0.34
O (1.08451, -0.54848, 1.65018)  -0.19
H (-0.51004, 0.56338, 0.92128)  -1.33
H (1.00012, 0.72764, 0.02800)  -0.11
H (0.87906, -1.77551, -0.53914)  -0.49
H (-0.23034, -0.67341, -1.32021)  -0.54
H (-1.89221, -1.38099, -0.07769)  -0.10
H (0.54197, -1.21622, 2.17052)  0.08
C (-1.23903, -5.37627, -0.61012)  0.18
C (-0.34198, -5.74994, -1.83364)  -0.47
O (0.66298, -4.76321, -2.05957)  -0.58
O (-2.05023, -4.22670, -0.86197)  -0.51
H (-0.55034, -5.27054, 0.25020)  -0.41
H (-1.93495, -6.18869, -0.35263)  0.45
H (-0.95636, -5.80842, -2.74980)  0.18
H (0.10939, -6.74578, -1.72033)  0.44
H (0.19555, -4.00731, -2.48985)  0.34
H (-1.49223, -3.42768, -0.72073)  0.48
C (3.05469, -2.28834, -4.16516)  -0.70
C (2.63124, -1.76654, -2.78381)  0.28
O (1.74965, -0.67188, -3.00442)  0.57
O (2.01296, -2.95675, -4.78238)  -0.55
H (3.90923, -2.96057, -4.05556)  0.45
H (3.37891, -1.42088, -4.76972)  0.15
H (3.50102, -1.46076, -2.19068)  -0.04
H (2.12901, -2.55227, -2.20390)  0.01
H (2.26520, 0.01550, -3.53061)  -0.17
H (1.30290, -2.33395, -5.00790)  0.48
C (-1.47731, -2.69095, -4.10492)  -0.27
C (-1.28993, -1.33991, -4.80572)  -0.67
O (-0.05294, -1.26153, -5.47397)  -0.58
O (-0.50327, -2.67962, -3.08655)  0.42
H (-1.36370, -3.55366, -4.77410)  0.27
H (-2.44931, -2.71107, -3.60541)  0.26
H (-1.24067, -0.61443, -3.97478)  0.12
H (-2.13323, -1.06299, -5.44905)  0.37
H (0.17285, -0.33396, -5.57938)  0.28
H (0.12915, -1.95155, -3.26320)  -0.54
C (5.19126, -1.14625, 0.50047)  -0.68
C (4.00744, -0.16001, 0.26009)  1.35
O (3.61063, 0.55825, 1.42981)  -0.70
O (5.52683, -1.77694, -0.74258)  -0.52
H (4.87363, -1.90851, 1.22033)  0.32
H (6.04628, -0.60678, 0.92208)  0.23
H (3.12636, -0.68904, -0.12033)  -0.79
H (4.26996, 0.60276, -0.49402)  0.10
H (2.67604, 0.29043, 1.57425)  0.26
H (5.66581, -2.71549, -0.59348)  0.32
C (-1.23273, 2.67405, -2.43985)  0.47
C (-2.75465, 2.72741, -2.64289)  -0.64
O (-3.20469, 1.47626, -3.19600)  -0.45
O (-0.80082, 3.83479, -1.75044)  -0.56
H (-0.73754, 2.62341, -3.41551)  0.46
H (-0.98452, 1.73463, -1.91895)  -0.46
H (-3.02643, 3.53897, -3.32030)  0.45
H (-3.23970, 2.91201, -1.67560)  0.25
H (-4.10117, 1.58727, -3.53908)  0.26
H (-0.28019, 4.41510, -2.30406)  0.30
C (-1.12938, 0.47662, 4.17184)  0.35
C (-0.53329, -0.13575, 5.49809)  -0.29
O (0.04201, 0.75327, 6.49709)  -0.56
O (-2.30733, 1.25632, 4.42164)  -0.58
H (-1.51302, -0.32585, 3.54143)  -0.11
H (-0.36338, 0.99210, 3.56502)  -0.06
H (0.23870, -0.87744, 5.25980)  0.10
H (-1.35010, -0.69057, 5.98555)  0.35
H (-0.47590, 1.56749, 6.52459)  0.33
H (-2.00965, 2.09214, 4.81315)  0.30
C (-2.73836, 4.16837, 1.97566)  -1.05
C (-2.07340, 2.90164, 1.46808)  0.82
O (-2.93083, 1.79200, 1.62562)  -0.49
O (-2.77803, 4.17330, 3.41564)  -0.48
H (-3.70452, 4.32239, 1.47303)  0.47
H (-2.06996, 5.00401, 1.70995)  0.32
H (-1.11427, 2.80842, 2.00109)  -0.25
H (-1.84090, 3.01910, 0.40824)  -0.31
H (-2.90316, 1.57211, 2.59098)  0.38
H (-3.57372, 4.63741, 3.68689)  0.26